(1)
ORCA calculation (ωB97M-V with the def2-TZVPD basis set) on a structure of composition C23H24N4O7W in a non-equilibrium geometry.

```
59
C23H24N4O7W | the OMol25 dataset | ωB97M-V with the def2-TZVPD basis set
W 0.017 0.083 0.362
C 3.829 1.763 0.291
C 2.702 0.985 0.920
O 1.903 0.304 0.092
C 2.585 0.936 2.305
C 1.599 0.223 2.991
C 1.763 -0.160 4.430
N 0.521 -0.170 2.288
N -0.241 -1.202 2.814
C -0.598 -2.027 1.878
O -0.160 -1.892 0.633
C -1.444 -3.183 2.186
C -2.066 -3.857 1.137
C -2.883 -4.939 1.402
C -3.076 -5.361 2.709
C -2.439 -4.705 3.752
C -1.629 -3.615 3.497
H 3.458 2.715 -0.098
H 4.264 1.200 -0.534
H 4.595 1.972 1.031
H 3.367 1.399 2.889
H 2.420 0.542 4.937
H 2.201 -1.158 4.502
H 0.793 -0.186 4.922
H -1.893 -3.518 0.124
H -3.363 -5.459 0.586
H -3.722 -6.207 2.906
H -2.561 -5.060 4.765
H -1.122 -3.091 4.292
C -1.600 -1.366 -3.491
C -1.361 -0.786 -2.140
N -0.129 -0.453 -1.709
O 0.917 -0.891 -2.556
C -2.374 -0.542 -1.180
C -3.841 -0.804 -1.282
N -1.785 0.078 -0.172
O -1.993 0.186 1.126
H -0.963 -0.867 -4.219
H -2.640 -1.239 -3.774
H -1.351 -2.427 -3.499
H 1.454 -0.101 -2.771
H -4.330 0.030 -1.785
H -4.258 -0.899 -0.280
H -4.037 -1.716 -1.841
O 2.250 1.565 -2.291
C 1.899 2.881 -2.422
C 2.674 3.674 -3.261
C 2.328 4.992 -3.488
C 1.202 5.531 -2.889
C 0.423 4.748 -2.059
C 0.774 3.431 -1.799
C -0.136 2.548 -0.991
O -1.207 2.189 -1.467
O 0.272 2.165 0.178
H 2.074 1.215 -1.387
H 3.532 3.229 -3.737
H 2.928 5.598 -4.150
H 0.927 6.556 -3.075
H -0.471 5.140 -1.599
```

Properties
- energy relative to the best compared isomer or geometry (same formula, charge and spin) (kcal/mol) = 42.5
- total energy (Eh) = -1703.60431

(2)
ORCA calculation (ωB97M-V with the def2-TZVPD basis set) on a structure of composition C23H24N6PtS2Sb.

```
57
C23H24N6PtS2Sb | the OMol25 dataset | ωB97M-V with the def2-TZVPD basis set
Pt -0.029 -0.073 0.344
C 2.438 0.466 2.377
C 2.025 1.777 1.789
C 2.525 2.970 2.302
C 2.155 4.173 1.741
C 1.309 4.160 0.641
C 0.830 2.949 0.179
N 1.169 1.786 0.753
Sb -0.391 2.961 -1.573
C 0.386 1.140 -2.450
C 0.678 1.276 -3.797
C 1.158 0.192 -4.516
C 1.335 -0.999 -3.850
C 1.037 -1.088 -2.493
C 1.252 -2.377 -1.773
N 0.565 -0.036 -1.803
C -2.124 2.048 -0.723
C -3.326 2.727 -0.776
C -4.470 2.102 -0.302
C -4.372 0.807 0.161
C -3.137 0.165 0.183
C -3.020 -1.244 0.671
N -2.032 0.803 -0.237
H 3.304 0.598 3.022
H 1.621 0.030 2.953
H 2.687 -0.241 1.583
H 3.201 2.932 3.144
H 2.527 5.106 2.142
H 1.020 5.082 0.153
H 0.527 2.230 -4.285
H 1.386 0.280 -5.570
H 1.709 -1.875 -4.362
H 1.646 -3.134 -2.449
H 1.958 -2.231 -0.955
H 0.320 -2.732 -1.333
H -3.367 3.732 -1.177
H -5.423 2.614 -0.309
H -5.243 0.274 0.515
H -4.000 -1.718 0.693
H -2.362 -1.825 0.023
H -2.592 -1.264 1.673
C -0.520 -5.209 0.239
N 0.873 -4.896 0.513
C 1.958 -5.719 0.255
C 3.062 -5.067 0.667
N 2.634 -3.851 1.162
C 1.289 -3.743 1.077
S 0.327 -2.448 1.606
H -0.592 -6.263 -0.017
H -0.888 -4.604 -0.589
H -1.117 -5.000 1.123
H 1.841 -6.692 -0.186
H 4.097 -5.357 0.657
H 3.199 -3.149 1.609
S -1.742 2.719 3.041
C -1.176 1.270 2.652
N -0.758 0.198 2.363
```

Properties
- total charge = +1
- energy relative to the best compared isomer or geometry (same formula, charge and spin) (kcal/mol) = 14.0
- spin multiplicity = 3
- total energy (Eh) = -2375.10537

(3)
ORCA calculation (ωB97M-V with the def2-TZVPD basis set) on a structure of composition C23H24N6STi in a non-equilibrium geometry.

```
55
C23H24N6STi | the OMol25 dataset | ωB97M-V with the def2-TZVPD basis set
Ti -0.056 0.011 -0.290
C 0.643 2.104 1.888
C -0.202 1.351 2.907
C -0.633 -0.088 2.688
C -0.851 -0.895 3.792
C -1.587 -2.059 3.658
C -2.142 -2.379 2.424
C -1.823 -1.580 1.356
N -1.020 -0.497 1.459
N 0.196 1.977 0.470
C -1.055 2.745 0.215
C -1.910 2.135 -0.878
C -2.790 2.905 -1.611
C -3.631 2.278 -2.514
C -3.564 0.902 -2.669
C -2.633 0.207 -1.937
N -1.820 0.804 -1.048
C 1.314 2.383 -0.439
C 2.432 1.370 -0.291
C 3.761 1.693 -0.397
C 4.706 0.698 -0.183
C 4.290 -0.581 0.145
C 2.938 -0.835 0.231
N 2.024 0.120 0.013
H 1.669 1.752 1.940
H 0.657 3.161 2.161
H -1.141 1.887 3.076
H 0.326 1.412 3.857
H -0.485 -0.580 4.761
H -1.765 -2.692 4.520
H -2.800 -3.227 2.293
H -2.216 -1.788 0.370
H -0.830 3.788 -0.012
H -1.650 2.737 1.127
H -2.823 3.977 -1.467
H -4.333 2.861 -3.097
H -4.207 0.377 -3.361
H -2.504 -0.859 -2.063
H 1.661 3.394 -0.215
H 0.945 2.384 -1.463
H 4.059 2.705 -0.638
H 5.761 0.926 -0.262
H 4.999 -1.374 0.334
H 2.561 -1.822 0.464
S 0.599 -0.073 -2.840
C 0.461 -1.680 -2.287
N 0.687 -2.724 -3.080
C 0.684 -4.057 -2.629
C 0.462 -4.266 -1.299
C 0.201 -3.192 -0.472
N 0.139 -1.871 -0.981
H 0.900 -2.518 -4.046
H 0.885 -4.821 -3.361
H 0.488 -5.270 -0.899
H 0.027 -3.315 0.584
```

Properties
- total charge = +2
- energy relative to the best compared isomer or geometry (same formula, charge and spin) (kcal/mol) = 5.1
- spin multiplicity = 3
- total energy (Eh) = -2466.64895

(4)
ORCA calculation (ωB97M-V with the def2-TZVPD basis set) on a structure of composition C23H24NO2PbS4 in a non-equilibrium geometry.

```
55
C23H24NO2PbS4 | the OMol25 dataset | ωB97M-V with the def2-TZVPD basis set
Pb 8.916 12.521 9.462
S 8.282 10.244 10.617
C 8.341 9.368 9.046
C 7.168 8.697 8.725
C 7.083 7.994 7.517
C 8.245 8.068 6.720
C 9.431 8.677 7.121
C 9.518 9.215 8.354
S 10.855 9.914 9.276
C 12.242 9.754 8.078
C 13.301 8.633 8.302
C 13.066 7.338 7.969
C 14.039 6.354 7.810
C 15.382 6.774 8.056
C 15.519 8.090 8.515
C 16.762 8.791 8.678
S 16.951 10.139 7.335
C 16.524 9.178 6.010
C 17.407 8.124 5.618
C 16.983 6.998 4.987
C 15.571 7.065 4.573
C 14.758 8.148 4.792
C 15.220 9.266 5.499
S 14.149 10.625 5.776
N 14.573 8.973 8.658
H 6.289 8.818 9.484
H 6.165 7.428 7.229
H 8.206 7.673 5.711
H 10.264 8.485 6.413
H 12.738 10.748 8.243
H 11.795 9.708 7.092
H 12.068 7.065 7.773
H 13.817 5.334 7.524
H 16.204 6.032 7.988
H 17.706 8.227 8.550
H 16.689 9.203 9.683
H 18.535 8.068 5.790
H 17.734 6.240 4.771
H 15.121 6.320 3.797
H 13.723 8.143 4.624
O 12.902 9.976 5.093
C 8.340 14.106 6.695
C 8.303 12.597 6.460
C 9.545 12.027 5.867
C 7.073 12.220 5.594
O 8.085 11.860 7.670
H 8.309 14.825 5.900
H 9.205 14.381 7.315
H 7.522 14.294 7.414
H 9.664 12.390 4.822
H 9.425 10.941 5.787
H 10.453 12.311 6.386
H 6.605 13.098 5.150
H 6.355 11.707 6.248
H 7.331 11.549 4.740
```

Properties
- total charge = -1
- energy relative to the best compared isomer or geometry (same formula, charge and spin) (kcal/mol) = 0.0
- total energy (Eh) = -2881.62829

(5)
ORCA calculation (ωB97M-V with the def2-TZVPD basis set) on a structure of composition C23H25As2BCrF7N4O3S3Se.

```
70
C23H25As2BCrF7N4O3S3Se | the OMol25 dataset | ωB97M-V with the def2-TZVPD basis set
Cr 0.476 -1.151 0.056
C 2.535 3.892 0.990
As 1.011 2.710 0.622
C 1.006 3.060 -1.302
C -0.477 3.902 1.100
C -0.276 5.166 1.657
C -1.348 5.968 2.024
C -2.645 5.517 1.832
C -2.855 4.258 1.286
C -1.790 3.437 0.929
As -2.087 1.613 0.209
C -3.111 2.130 -1.375
C -3.596 1.097 1.344
H 2.422 4.859 0.496
H 3.411 3.379 0.595
H 2.684 4.027 2.061
H 1.065 4.137 -1.470
H 0.119 2.652 -1.778
H 1.861 2.556 -1.752
H 0.732 5.538 1.800
H -1.167 6.948 2.452
H -3.490 6.137 2.111
H -3.873 3.906 1.148
H -3.906 2.833 -1.119
H -3.534 1.223 -1.803
H -2.434 2.575 -2.103
H -4.398 1.837 1.328
H -3.251 0.951 2.368
H -3.973 0.145 0.971
S 0.128 0.039 3.428
C 0.213 -0.454 1.995
F 1.447 0.932 -3.578
B 0.285 0.220 -3.302
F 0.084 -0.822 -4.186
F -0.838 1.072 -3.288
F 0.404 -0.337 -1.946
Se -2.029 -2.676 1.737
N -1.486 -1.861 0.187
C -2.536 -1.968 -0.675
C -2.558 -1.479 -1.991
C -3.700 -1.606 -2.759
C -4.852 -2.218 -2.249
C -4.859 -2.715 -0.961
C -3.711 -2.605 -0.150
N -3.665 -3.062 1.124
H -1.679 -1.011 -2.400
H -3.692 -1.226 -3.774
H -5.737 -2.309 -2.869
H -5.734 -3.198 -0.542
F 5.371 0.358 -0.239
C 5.001 -0.741 0.434
F 5.025 -1.772 -0.402
F 5.924 -0.956 1.389
S 3.349 -0.531 1.212
O 3.490 0.662 2.010
O 3.105 -1.759 1.920
O 2.483 -0.351 0.020
C 1.002 -7.993 -2.176
C 0.593 -6.840 -1.295
C -0.364 -7.010 -0.297
C -0.665 -5.876 0.440
N -0.095 -4.704 0.232
C 0.804 -4.615 -0.770
S 1.542 -3.104 -1.117
N 1.168 -5.676 -1.539
H 1.190 -8.895 -1.589
H 1.899 -7.724 -2.730
H 0.209 -8.223 -2.892
H -0.838 -7.965 -0.111
H -1.405 -5.908 1.238
```

Properties
- total charge = -2
- energy relative to the best compared isomer or geometry (same formula, charge and spin) (kcal/mol) = 36.6
- spin multiplicity = 6
- total energy (Eh) = -11172.43106

(6)
ORCA calculation (ωB97M-V with the def2-TZVPD basis set) on a structure of composition C23H25As2FGaN5O4S2 in a non-equilibrium geometry.

```
63
C23H25As2FGaN5O4S2 | the OMol25 dataset | ωB97M-V with the def2-TZVPD basis set
Ga -11.696 -12.572 -7.070
C -12.659 -10.439 -4.284
As -12.244 -10.375 -6.162
C -14.037 -9.956 -6.671
C -11.271 -8.706 -6.340
C -11.995 -7.531 -6.436
C -11.374 -6.299 -6.366
C -9.989 -6.271 -6.233
C -9.236 -7.444 -6.087
C -9.878 -8.679 -6.090
As -8.941 -10.379 -5.932
C -7.114 -9.696 -5.978
C -9.035 -10.726 -3.987
H -12.766 -9.401 -3.901
H -11.864 -10.946 -3.740
H -13.574 -11.050 -4.153
H -14.400 -9.171 -6.007
H -14.643 -10.882 -6.596
H -14.124 -9.638 -7.696
H -13.096 -7.572 -6.537
H -11.939 -5.392 -6.403
H -9.415 -5.341 -6.236
H -8.182 -7.364 -5.955
H -6.964 -8.975 -5.186
H -6.952 -9.242 -6.958
H -6.462 -10.588 -5.859
H -9.342 -9.882 -3.375
H -8.030 -11.053 -3.701
H -9.698 -11.581 -3.801
S -12.650 -13.767 -5.268
C -11.141 -14.601 -5.309
S -9.921 -13.814 -6.265
C -10.957 -15.813 -4.670
C -12.066 -16.475 -4.034
N -12.951 -17.039 -3.554
C -9.712 -16.523 -4.616
N -8.738 -17.122 -4.505
F -17.414 -9.881 -8.923
C -16.457 -10.490 -9.654
C -16.078 -11.735 -9.457
N -15.048 -12.331 -10.178
C -14.514 -13.593 -9.702
C -13.312 -13.350 -8.838
O -12.422 -14.181 -8.708
O -13.266 -12.196 -8.222
C -14.300 -11.591 -11.072
O -13.276 -12.029 -11.588
N -14.859 -10.355 -11.395
C -15.884 -9.676 -10.734
O -16.203 -8.570 -11.072
H -16.604 -12.377 -8.723
H -14.200 -14.218 -10.539
H -15.250 -14.123 -9.109
H -14.323 -9.825 -12.052
C -8.395 -10.683 -11.221
C -9.393 -11.834 -11.122
C -9.994 -11.940 -9.798
N -10.527 -11.893 -8.792
H -8.127 -10.563 -12.261
H -7.529 -10.967 -10.624
H -8.808 -9.761 -10.797
H -8.925 -12.811 -11.362
H -10.271 -11.743 -11.812
```

Properties
- energy relative to the best compared isomer or geometry (same formula, charge and spin) (kcal/mol) = 0.0
- total energy (Eh) = -8758.82704

(7)
ORCA calculation (ωB97M-V with the def2-TZVPD basis set) on a structure of composition C23H25CdN5O6S4 in a non-equilibrium geometry.

```
64
C23H25CdN5O6S4 | the OMol25 dataset | ωB97M-V with the def2-TZVPD basis set
Cd -0.220 0.487 0.353
C 1.410 2.238 3.350
C 0.153 3.100 3.410
S -1.243 2.322 2.564
C -1.855 3.673 1.529
C -0.873 4.273 0.527
S -0.162 3.094 -0.656
C 1.612 3.428 -0.497
C 2.269 3.242 0.873
S 1.983 1.657 1.730
H 1.262 1.314 3.913
H 2.241 2.771 3.815
H 0.324 4.082 2.971
H -0.118 3.256 4.455
H -2.232 4.462 2.180
H -2.702 3.228 1.007
H -0.045 4.774 1.027
H -1.400 5.027 -0.058
H 1.789 4.451 -0.830
H 2.069 2.766 -1.230
H 1.968 4.030 1.560
H 3.345 3.320 0.724
N 5.676 -4.846 -2.454
C 4.933 -3.683 -2.302
C 4.465 -3.301 -1.040
C 3.767 -2.119 -0.884
C 3.523 -1.313 -1.989
C 3.975 -1.678 -3.246
C 4.685 -2.853 -3.400
S 2.639 0.185 -1.763
O 2.529 0.867 -3.025
O 3.283 0.899 -0.684
N 1.176 -0.234 -1.172
C 0.326 -0.984 -1.957
N 0.684 -1.471 -3.154
C -0.226 -2.177 -3.810
C -1.503 -2.414 -3.326
C -1.783 -1.867 -2.091
N -0.893 -1.165 -1.403
H 5.579 -5.539 -1.732
H 5.725 -5.230 -3.381
H 4.663 -3.938 -0.185
H 3.411 -1.813 0.093
H 3.753 -1.039 -4.090
H 5.051 -3.144 -4.379
H 0.084 -2.564 -4.776
H -2.232 -2.989 -3.877
H -2.756 -1.988 -1.626
O -0.725 -0.972 2.018
C -1.852 -1.361 2.324
C -3.136 -0.911 1.849
C -4.235 -1.562 2.423
C -5.511 -1.239 2.066
C -5.755 -0.242 1.102
C -4.710 0.409 0.522
C -3.346 0.127 0.867
O -2.417 0.788 0.309
N -6.632 -1.932 2.690
O -6.390 -2.777 3.535
O -7.757 -1.567 2.398
H -1.915 -2.171 3.068
H -4.080 -2.338 3.162
H -6.778 -0.016 0.835
H -4.870 1.171 -0.231
```

Properties
- energy relative to the best compared isomer or geometry (same formula, charge and spin) (kcal/mol) = 0.0
- total energy (Eh) = -3377.13736

(8)
ORCA calculation (ωB97M-V with the def2-TZVPD basis set) on a structure of composition C23H25CoN5O10S3 in a non-equilibrium geometry.

```
67
C23H25CoN5O10S3 | the OMol25 dataset | ωB97M-V with the def2-TZVPD basis set
Co -1.203 -0.234 0.153
O 1.009 1.556 2.913
S -0.160 1.156 2.167
O -0.110 1.580 0.763
O -0.418 -0.305 2.179
C -1.567 1.803 3.075
C -1.277 2.272 4.350
C -2.293 2.510 5.260
C -3.612 2.269 4.906
C -3.911 1.839 3.624
C -2.896 1.609 2.706
S -3.445 0.949 1.140
O -3.149 -0.497 1.218
O -4.840 1.274 1.018
O -2.631 1.504 0.046
H -0.237 2.422 4.604
H -2.057 2.854 6.258
H -4.406 2.408 5.627
H -4.929 1.671 3.302
N -2.328 -0.469 -1.955
C -3.014 -1.711 -1.854
C -3.964 -2.122 -2.752
C -4.688 -3.310 -2.548
C -4.469 -4.074 -1.438
C -3.459 -3.712 -0.520
C -3.162 -4.465 0.635
C -2.129 -4.083 1.442
C -1.368 -2.961 1.089
N -1.628 -2.221 0.035
C -2.689 -2.549 -0.756
H -2.255 -0.160 -2.916
H -2.823 0.272 -1.450
H -4.183 -1.505 -3.615
H -5.444 -3.598 -3.266
H -5.056 -4.963 -1.245
H -3.762 -5.338 0.863
H -1.880 -4.632 2.339
H -0.528 -2.651 1.695
C 4.295 4.128 -0.513
C 5.328 3.586 -1.490
S 4.782 2.043 -2.235
O 5.814 1.580 -3.123
O 3.450 2.226 -2.749
C 4.696 0.854 -0.861
C 4.242 -0.531 -1.363
N 2.791 -0.649 -1.520
C 1.928 -0.663 -0.478
N 0.666 -0.638 -0.904
C 0.720 -0.597 -2.260
C 2.016 -0.607 -2.666
N 2.468 -0.657 -4.018
O 3.606 -1.035 -4.241
O 1.655 -0.351 -4.867
C 2.384 -0.727 0.929
H 4.537 5.154 -0.240
H 4.254 3.536 0.401
H 3.312 4.121 -0.982
H 6.301 3.380 -1.046
H 5.453 4.243 -2.351
H 3.999 1.248 -0.122
H 5.706 0.799 -0.460
H 4.554 -1.282 -0.640
H 4.714 -0.757 -2.315
H -0.154 -0.590 -2.880
H 3.382 -1.155 1.014
H 1.679 -1.313 1.509
H 2.384 0.264 1.382
```

Properties
- energy relative to the best compared isomer or geometry (same formula, charge and spin) (kcal/mol) = 28.5
- spin multiplicity = 2
- total energy (Eh) = -4494.91738